DFT (ωB97M-V with the def2-TZVPD basis set) results for a structure of composition C35H33BaBr2F5N5O3S2.

As for the HOMO energy: -2.8 eV. The value obtained for the electronic energy is -8322.1391 Eh. The LUMO energy comes out at 0.79 eV. The energy relative to the best compared isomer or geometry (same formula, charge and spin) comes out at 2.375 eV. The total charge is -1.

Each line ends with the Löwdin charge.
Cartesian coordinates (Å):
Ba  -0.462870  -0.707159  -0.910242  1.750
Br  -7.655832  0.226120  1.271390  0.743
C  -5.763466  0.277774  1.121040  -0.667
C  -5.168986  1.143201  0.218193  -0.095
C  -3.784914  1.137610  0.167960  -0.127
N  -3.011426  0.373481  0.930210  0.101
C  -3.600175  -0.487523  1.765143  -0.211
C  -4.990857  -0.558797  1.895304  -0.057
C  -2.752013  -1.463155  2.481575  -0.225
C  -3.112595  -1.938554  3.742833  -0.078
C  -2.363211  -2.960595  4.289871  -0.663
Br  -2.798630  -3.592966  6.034210  0.723
C  -1.316845  -3.521300  3.585627  -0.069
C  -1.021309  -2.957496  2.348117  -0.096
N  -1.688118  -1.935850  1.828046  0.097
H  -5.759735  1.779045  -0.423988  0.104
H  -3.264509  1.785851  -0.531051  0.118
H  -5.440821  -1.290870  2.549203  0.108
H  -3.943068  -1.503752  4.280669  0.103
H  -0.749826  -4.356883  3.966934  0.113
H  -0.224134  -3.381838  1.741763  0.056
N  4.309353  -0.950206  1.809079  0.159
C  2.958046  -1.127390  1.784992  -0.542
O  2.237478  -0.431862  2.511022  -0.037
C  2.490897  -2.161166  0.814947  -0.297
C  2.173104  -1.556120  -0.576226  -0.399
H  4.719407  -0.308923  2.463524  0.090
H  4.908802  -1.538902  1.259459  0.101
H  1.606146  -2.647008  1.230356  0.049
H  3.265630  -2.932149  0.731716  0.072
H  2.173444  -2.383628  -1.295507  -0.031
H  2.984157  -0.871921  -0.875655  -0.022
C  1.083191  3.459888  3.342376  -0.061
C  0.339985  2.153008  2.947549  -0.134
N  0.353487  2.021148  1.504622  -0.128
C  -0.441580  3.067288  0.882509  -0.152
C  0.067917  4.456772  1.338643  -0.063
N  1.347080  4.227006  2.081624  -0.096
C  2.306640  3.471296  1.206932  -0.054
C  1.746983  2.043909  1.051117  -0.144
H  2.045363  3.249912  3.807891  0.131
H  0.498808  4.092758  4.010204  0.124
H  -0.692092  2.168283  3.302619  0.126
H  0.845331  1.284951  3.371445  0.111
H  -1.486671  2.934348  1.168471  0.112
H  -0.355513  2.945164  -0.198119  0.071
H  -0.621127  4.963031  2.016236  0.125
H  0.277310  5.115763  0.496396  0.131
H  1.756179  5.123683  2.324026  0.178
H  3.289844  3.496731  1.676877  0.130
H  2.359274  3.983831  0.244320  0.127
H  2.296120  1.317217  1.645328  0.090
H  1.779873  1.738872  0.009752  0.070
C  2.721868  -7.116116  2.134151  -0.177
O  1.706234  -6.380897  1.470655  -0.299
C  1.982656  -5.772984  0.272530  -1.418
S  3.529251  -5.832098  -0.373404  0.466
S  0.641897  -5.031862  -0.411547  0.480
H  2.228907  -7.618573  2.967619  0.076
H  3.509828  -6.456139  2.503511  0.067
H  3.180138  -7.845550  1.466126  0.053
F  -5.316270  -2.424202  -6.421136  0.090
C  -4.500476  -2.001369  -5.440342  -0.161
C  -3.648733  -0.930200  -5.643971  -0.158
F  -3.648345  -0.307137  -6.830729  0.100
C  -2.813451  -0.498590  -4.635461  -0.144
F  -2.012429  0.552132  -4.865226  0.097
C  -2.763316  -1.104873  -3.360166  -0.310
O  -1.976857  -0.715680  -2.416804  -0.554
C  -3.664511  -2.181844  -3.204026  -0.142
F  -3.702580  -2.789848  -2.004314  0.090
C  -4.503154  -2.623645  -4.204177  -0.158
F  -5.334534  -3.649822  -3.986120  0.105
C  0.439590  1.572120  -1.835030  -0.259
C  1.289583  2.225039  -2.436315  -0.205
C  2.329339  2.931573  -3.118769  -0.272
C  2.088300  3.565635  -4.344098  -0.046
C  3.113589  4.198244  -5.026863  -0.102
C  4.398852  4.220205  -4.500974  -0.119
C  4.651057  3.607502  -3.281667  -0.106
C  3.628856  2.971880  -2.595143  -0.055
H  1.087465  3.531503  -4.753867  0.111
H  2.914820  4.667297  -5.982872  0.095
H  5.202747  4.698379  -5.046971  0.090
H  5.654430  3.609049  -2.872547  0.094
H  3.835738  2.458950  -1.663370  0.105

Atoms 1-3, force components in eV/Å:
2.42 -0.83 3.93
0.18 -0.02 -0.02
-0.17 0.17 -0.12

DFT (ωB97M-V with the def2-TZVPD basis set) results for a structure of composition C35H33Cl2GeN4O2PTi.

As for the HOMO energy (alpha / beta): -6.8 / -6.8 eV. The value obtained for the electronic energy is -5911.2400 Eh. The LUMO energy (alpha / beta) comes out at -0.42 / -0.41 eV. The energy relative to the best compared isomer or geometry (same formula, charge and spin) comes out at 0.642 eV.

Each line ends with the natural charge from an NBO analysis.
Cartesian coordinates (Å):
Ti  0.039170  0.168881  -0.158014  1.282
Cl  6.686655  0.701928  1.315348  0.017
C  5.194030  0.164800  0.627199  -0.073
C  4.005245  0.574594  1.214115  -0.237
C  2.793852  0.178630  0.664264  0.134
N  1.517586  0.544055  1.098545  -0.693
C  1.262834  1.179539  2.263316  0.636
O  2.026840  1.472023  3.170532  -0.615
C  -0.197140  1.530409  2.349623  0.119
C  -0.706769  2.191125  3.453494  -0.154
C  -2.044705  2.537345  3.475768  -0.165
C  -2.831535  2.205607  2.381030  -0.229
C  -2.252350  1.536391  1.325057  0.065
N  -0.957200  1.203873  1.287504  -0.479
C  2.776687  -0.650813  -0.484944  0.197
C  3.975208  -1.076318  -1.042411  -0.271
C  5.178359  -0.659846  -0.490499  -0.061
Cl  6.653870  -1.191880  -1.217795  0.015
N  1.487252  -0.911051  -0.957555  -0.707
C  1.202830  -1.717704  -2.007318  0.633
O  1.941837  -2.480903  -2.610814  -0.615
C  -0.242675  -1.574314  -2.395038  0.128
C  -0.762435  -2.216155  -3.504388  -0.193
C  -2.102435  -2.069852  -3.814641  -0.178
C  -2.881601  -1.264919  -2.992596  -0.189
C  -2.284889  -0.623258  -1.929768  0.014
N  -0.983834  -0.748344  -1.626873  -0.468
H  4.018003  1.199955  2.091881  0.265
H  -0.028019  2.420651  4.262914  0.249
H  -2.470851  3.056331  4.323667  0.226
H  -3.881578  2.458755  2.348328  0.231
H  -2.843192  1.266058  0.460842  0.201
H  3.969902  -1.726384  -1.902509  0.266
H  -0.091846  -2.827713  -4.092409  0.257
H  -2.531633  -2.565816  -4.674009  0.228
H  -3.938790  -1.133860  -3.177069  0.223
H  -2.859522  0.042939  -1.295975  0.202
C  -2.249567  -3.070474  0.235522  -0.920
P  -1.186404  -1.913976  1.207133  0.917
C  -2.336441  -1.493478  2.573163  -0.321
C  -3.686537  -1.270354  2.303264  -0.223
C  -4.562128  -0.921399  3.319607  -0.201
C  -4.094698  -0.769923  4.616151  -0.227
C  -2.746587  -0.955813  4.889194  -0.149
C  -1.871927  -1.314945  3.874776  -0.229
C  -0.094891  -3.159982  1.979937  -0.361
C  1.263583  -3.142154  1.679437  -0.194
C  2.098138  -4.142779  2.160961  -0.189
C  1.579051  -5.158864  2.945673  -0.192
C  0.226921  -5.167928  3.268719  -0.231
C  -0.608710  -4.174626  2.788752  -0.139
H  -2.713117  -3.799606  0.896930  0.240
H  -1.617604  -3.588091  -0.487849  0.251
H  -3.022004  -2.535532  -0.311888  0.230
H  -4.062946  -1.384839  1.292875  0.210
H  -5.609888  -0.764212  3.095525  0.216
H  -4.780933  -0.515554  5.413660  0.218
H  -2.374832  -0.822542  5.897043  0.213
H  -0.822144  -1.466658  4.096236  0.231
H  1.668765  -2.342780  1.069956  0.239
H  3.152370  -4.121810  1.917676  0.226
H  2.226220  -5.946365  3.309541  0.218
H  -0.177895  -5.952811  3.894877  0.216
H  -1.658986  -4.179601  3.054369  0.206
C  -0.219645  4.411810  -2.995397  -1.066
Ge  -1.061222  2.709887  -2.441900  1.570
C  -2.758791  3.232674  -1.547198  -1.082
C  -1.636922  1.885954  -4.165539  -1.075
C  0.163519  1.667162  -1.372241  -1.097
H  -0.936270  5.009244  -3.561757  0.219
H  0.643839  4.215532  -3.632115  0.228
H  0.113741  4.991433  -2.134328  0.228
H  -3.216961  4.025141  -2.141477  0.232
H  -2.582229  3.620556  -0.543442  0.224
H  -3.478653  2.412607  -1.487890  0.201
H  -1.834806  2.695605  -4.869658  0.229
H  -2.548024  1.300212  -4.059126  0.212
H  -0.859765  1.246438  -4.586184  0.229
H  1.192519  1.915879  -1.659192  0.232

Atoms 1-3, force components in eV/Å:
-0.49 2.62 -1.58
0.04 0.02 0.06
-0.03 -0.11 -0.14

DFT (ωB97M-V with the def2-TZVPD basis set) results for a cluster of 2 separate species, C35H33N2O2S in total.

As for the HOMO energy: -9.8 eV. The value obtained for the electronic energy is -2011.4890 Eh. The LUMO energy comes out at -4.60 eV. The energy relative to the best compared isomer or geometry (same formula, charge and spin) comes out at 0.167 eV. The total charge is +1.

Each line ends with the Löwdin charge.
Cartesian coordinates (Å):
C  -0.014522  -5.496625  1.446784  -0.067
C  -0.477013  -4.102415  1.020379  -0.382
C  -1.582334  -4.215179  -0.027736  -0.057
C  0.708995  -3.233737  0.513375  -0.198
C  1.874337  -3.224647  1.509768  -0.101
N  2.861853  -2.196921  1.172562  -0.026
C  4.232721  -2.279893  1.541687  -0.213
C  4.977103  -1.205064  1.043282  -0.453
C  6.322703  -1.085704  1.339808  -0.086
C  6.931574  -2.048022  2.124572  -0.084
C  6.204873  -3.128912  2.602205  -0.078
C  4.860474  -3.254516  2.317424  -0.014
S  3.952702  -0.144447  0.060632  1.049
C  2.510286  -1.136691  0.339527  -0.582
N  1.356951  -0.892398  -0.175553  0.067
C  0.288121  -1.768912  0.143027  -0.291
C  -0.653813  -1.152006  1.154030  -0.192
C  -1.971855  -0.893858  0.808133  -0.056
C  -2.860982  -0.398237  1.737465  -0.079
C  -2.437700  -0.137242  3.023727  -0.087
C  -1.116721  -0.343704  3.366770  -0.068
C  -0.230087  -0.842268  2.434291  -0.032
H  0.449465  -6.014586  0.607006  0.088
H  0.712360  -5.459202  2.259544  0.072
H  -0.853366  -6.104518  1.787969  0.084
H  -0.885745  -3.592572  1.908431  0.140
H  -1.208704  -4.707338  -0.924574  0.087
H  -2.423511  -4.799340  0.344292  0.086
H  -1.970283  -3.243994  -0.327573  0.050
H  1.078000  -3.706608  -0.409114  0.156
H  1.505307  -3.039130  2.520169  0.130
H  2.383813  -4.191387  1.530984  0.121
H  6.879624  -0.241503  0.970245  0.109
H  7.975800  -1.954101  2.375888  0.107
H  6.694401  -3.873684  3.209634  0.109
H  4.300410  -4.094282  2.689468  0.106
H  -0.285366  -1.842077  -0.796354  0.131
H  -2.300068  -1.068742  -0.201612  0.102
H  -3.885687  -0.215481  1.456211  0.104
H  -3.135558  0.239734  3.754426  0.104
H  -0.777421  -0.110344  4.363159  0.107
H  0.805479  -0.975441  2.690438  0.109
C  -3.964138  7.797579  0.856618  -0.080
O  -2.670284  7.317324  1.137909  -0.057
C  -2.267529  6.221518  0.371678  -0.200
C  -0.989431  5.691578  0.599566  0.028
C  -0.518648  4.615701  -0.109664  0.012
C  -1.316671  4.013015  -1.093688  -0.149
C  -0.924368  2.880386  -1.897225  -0.083
O  -1.868737  2.453816  -2.812663  0.116
C  -1.566984  1.373622  -3.614608  -0.130
C  -0.319487  0.706618  -3.516151  -0.132
C  -0.068864  -0.385446  -4.358419  0.009
C  -1.021060  -0.801731  -5.258442  -0.048
C  -2.239927  -0.149623  -5.350543  -0.033
C  -2.509976  0.927900  -4.539372  0.024
C  0.614507  1.173083  -2.569069  0.067
C  0.310752  2.243924  -1.776838  0.045
C  -2.589026  4.543835  -1.319443  0.013
C  -3.056300  5.615165  -0.611140  0.007
H  -4.164815  8.647072  1.510375  0.103
H  -4.022886  8.130901  -0.180457  0.100
H  -4.703285  7.019934  1.054062  0.099
H  -0.377697  6.153454  1.352976  0.128
H  0.467401  4.235938  0.090630  0.115
H  0.878379  -0.893246  -4.293510  0.128
H  -0.819572  -1.643908  -5.897667  0.117
H  -2.980797  -0.487054  -6.057623  0.122
H  -3.453047  1.442834  -4.604194  0.128
H  1.560151  0.669890  -2.464656  0.121
H  1.027635  2.592788  -1.056652  0.124
H  -3.200789  4.083353  -2.076393  0.126
H  -4.041087  5.985807  -0.820190  0.108

Atoms 1-3, force components in eV/Å:
0.08 0.11 -0.01
0.18 0.34 0.27
0.08 0.10 -0.01

> Which value of energy relative to the best compared isomer or geometry (same formula, charge and spin) does entry 2 give?

0.642 eV

> Which of these has the highest electronic energy?

C35H33N2O2S